(1)
Below is a structure of composition C14H23F5N5O5PPt, with properties calculated with wB97M-V/def2-TZVPD.

Positions of all 54 atoms, in Å:
Pt 0.0564 -1.5298 0.9356
C 2.5601 -3.0515 -1.3243
C 2.8792 -2.5831 0.0392
N 2.0584 -1.8729 0.8057
C 2.6868 -1.5449 2.0519
C 3.9630 -2.0282 1.9133
N 4.0739 -2.6296 0.6910
C 5.1334 -1.9176 2.8306
O 4.8708 -1.3307 4.0166
O 6.2369 -2.3724 2.5033
C 1.8537 -0.7626 2.9719
O 2.2975 -0.4133 4.1129
O 0.6301 -0.3900 2.5449
H 1.4868 -2.9428 -1.5413
H 2.9030 -4.1007 -1.4408
H 3.1408 -2.4472 -2.0576
H 4.9259 -3.1127 0.4414
H 3.9210 -0.9671 4.1571
F -2.5707 -1.7182 -0.4013
C -1.5743 -2.4656 0.2459
F -2.1608 -3.1408 1.3402
C -1.1407 -3.5319 -0.7620
F -0.6844 -3.0432 -1.9408
F -2.2811 -4.2292 -0.9922
F -0.1721 -4.3937 -0.3172
C -0.8436 2.5260 1.7482
N -1.7320 1.8389 0.8018
C -2.7028 0.9896 1.4977
P -1.1350 1.3644 -0.6812
O -0.0872 0.2373 -0.7374
N -2.4791 1.0687 -1.6050
C -2.3958 0.2315 -2.7917
C -3.6178 1.9815 -1.5983
N -0.3599 2.7598 -1.1708
C -0.9728 4.0921 -1.0772
C 0.7955 2.7253 -2.0469
H -1.4803 3.0143 2.5179
H -0.2958 3.3056 1.2326
H -0.1264 1.8521 2.2348
H -3.3554 1.6149 2.1535
H -2.2109 0.1689 2.0704
H -3.3176 0.4930 0.7312
H -1.6062 -0.5086 -2.6664
H -2.1815 0.8486 -3.6998
H -3.3704 -0.2779 -2.9335
H -3.5084 2.6156 -0.7243
H -4.5680 1.4300 -1.5321
H -3.5622 2.6391 -2.5067
H -1.7814 4.0720 -0.3456
H -1.4026 4.4258 -2.0400
H -0.1916 4.8442 -0.7794
H 1.2354 1.7230 -2.0072
H 1.6029 3.4656 -1.7496
H 0.5576 2.9784 -3.1189

Atomic forces in eV per Å
Pt 0.1518 1.9070 -0.7663
C 0.7070 -0.3426 -0.5964
C 0.3419 1.0650 0.6672
N 0.7813 -0.5089 0.8355
C -0.4571 -0.7518 -2.6301
C -0.2115 0.5901 0.7753
N -0.8999 -0.0971 0.1939
C 2.1786 -0.4502 1.0589
O -0.4281 -0.2241 -1.1223
O -3.0432 1.1719 0.6039
C 1.1660 1.5873 4.1871
O -1.5574 -1.0845 -3.9291
O 1.1610 -0.6498 0.3258
H 0.6661 -0.1695 0.1284
H -0.4418 0.5278 -0.0492
H -0.3845 -0.3450 0.4276
H 0.1772 -0.0555 -0.2578
H 1.1960 -0.5698 -0.4059
F 1.5995 -0.8152 1.2089
C -2.5429 -0.8207 1.0637
F 0.8358 1.2455 -1.9711
C -0.6679 -2.5654 -1.2708
F -0.5248 0.2046 1.0157
F 1.3616 0.3217 -0.1411
F -1.2419 1.2928 0.0051
C 0.0031 0.4300 0.4474
N 0.4860 -0.5304 -0.8130
C -0.6320 -0.6339 -0.3499
P 0.5625 -1.7508 2.9556
O -1.4788 0.8622 0.2359
N 0.3495 0.2817 -0.4955
C 0.0787 -0.2756 -0.7624
C 0.2124 0.9097 -0.1172
N 0.3232 1.7901 -1.3507
C -0.0760 0.5159 0.3926
C 1.3131 -0.1937 -0.7793
H 0.4396 -0.3402 -0.4832
H 0.1770 0.1465 0.1034
H -0.2947 0.0867 -0.0759
H 0.6087 -0.5696 -0.4511
H -0.2487 0.6948 -0.0359
H -0.0881 0.1598 0.4640
H -0.1223 0.0349 -0.0682
H -0.2519 -0.3859 0.6109
H 0.5275 0.2900 0.0874
H -0.3483 0.0747 0.0477
H 0.3750 0.1153 -0.2638
H -0.3531 -0.6914 0.5950
H 0.2227 0.1069 -0.0268
H 0.3483 -0.3071 0.1353
H -0.6485 -0.7864 -0.2673
H -0.0971 0.2977 -0.1042
H -1.1667 -0.6399 0.0363
H -0.1438 -0.1552 0.9759

As for the multiplicity: 5. The net charge is +2. The orbital gap (spin up / spin down) is 9.7 / 5.1 eV. The value obtained for the HOMO energy (spin up / spin down) is -0.5793 / -0.5804 hartree. The expectation value of S² is 6.019.

(2)
Below is an isolated molecule of C20H31N5O, with properties calculated with wB97M-V/def2-TZVPD.

Positions of all 57 atoms, in Å:
C 5.8396 1.6012 1.7959
C 6.7169 2.1999 0.7020
C 7.6156 1.1694 0.0112
C 6.9460 0.4393 -1.1609
C 5.8314 -0.4809 -0.6897
O 6.0603 -1.5342 -0.1356
N 4.5854 0.0024 -0.9558
C 3.3283 -0.5333 -0.6363
C 2.2171 0.2413 -0.9385
C 0.9646 -0.2693 -0.6319
N -0.2821 0.2683 -0.8132
C -1.1244 -0.6171 -0.3577
N -0.5111 -1.7431 0.1290
C 0.8404 -1.5429 -0.0317
C 1.9516 -2.3114 0.2701
C 3.1928 -1.7944 -0.0383
H 4.0819 -2.3592 0.1834
H 1.8632 -3.2820 0.7341
C -1.1041 -2.9130 0.7094
H -0.5914 -3.8024 0.3389
H -2.1561 -2.9755 0.4373
H -1.0208 -2.8925 1.8001
C -2.5906 -0.4005 -0.3247
H -3.1199 -1.3036 -0.6355
H -2.8130 0.4051 -1.0228
C -3.0373 0.0130 1.1033
N -4.4103 0.3785 1.3064
C -4.8691 1.6541 0.8044
C -5.5026 1.5929 -0.5908
N -6.5746 0.6142 -0.5945
C -7.2861 0.5976 -1.8522
H -8.1078 -0.1145 -1.7870
H -7.6970 1.5883 -2.0411
H -6.6442 0.3162 -2.7035
C -6.0486 -0.6933 -0.2514
C -5.4243 -0.6386 1.1491
H -5.0039 -1.6115 1.4115
H -6.2277 -0.4052 1.8577
H -6.8754 -1.4086 -0.2450
H -5.3074 -1.0347 -0.9977
H -5.9270 2.5709 -0.8310
H -4.7395 1.3561 -1.3547
H -4.0372 2.3595 0.8044
H -5.6359 2.0147 1.5003
H -2.4245 0.8663 1.4075
H -2.8210 -0.8137 1.7887
H 2.3126 1.2137 -1.3970
H 4.5343 0.9106 -1.3958
H 7.6961 -0.1905 -1.6432
H 6.5798 1.1640 -1.8906
H 8.5023 1.6747 -0.3788
H 7.9466 0.4288 0.7408
H 7.3507 2.9665 1.1544
H 6.0913 2.6993 -0.0426
H 5.2010 0.8119 1.4114
H 6.4594 1.1782 2.5833
H 5.2060 2.3694 2.2347

Atomic forces in eV per Å
C 0.0326 0.1371 -0.1088
C 0.1252 -0.1597 0.1547
C -0.1092 0.1952 -0.1438
C 0.1876 -0.1364 0.2602
C 0.1999 0.3510 -0.4448
O 0.0730 -0.2103 0.2135
N -0.1167 0.3785 -0.2461
C -0.2627 -0.1330 0.1193
C -0.0159 -0.1828 0.0898
C 0.1124 -0.7097 0.3481
N -0.3303 0.4672 -0.1877
C 0.0454 0.0133 -0.1353
N -0.0097 0.2275 -0.1573
C 0.4180 0.4747 -0.2351
C -0.2310 0.0044 0.0074
C 0.2108 -0.1448 0.0541
H 0.0176 -0.0091 0.0026
H 0.0334 -0.1078 0.0530
C -0.0810 -0.2146 0.2382
H -0.0781 0.0186 -0.0012
H 0.0396 -0.0095 0.0013
H -0.0374 -0.0497 -0.0528
C -0.1505 0.0407 0.3175
H -0.0638 0.0492 -0.0609
H 0.0192 -0.1112 -0.0407
C 0.0712 -0.0659 -0.1392
N -0.0934 -0.0147 -0.0594
C -0.0596 0.1155 -0.1246
C 0.0425 0.1035 0.2272
N 0.0672 -0.0098 0.0168
C 0.0131 -0.0008 0.0411
H -0.0519 -0.0145 -0.0705
H -0.0461 0.0174 -0.0758
H 0.0073 -0.0022 -0.0072
C 0.0023 -0.0500 0.2547
C -0.1058 -0.0835 -0.0833
H -0.0082 -0.0239 0.0428
H -0.0480 -0.1439 -0.0453
H 0.0400 -0.0237 -0.0278
H -0.0473 0.0019 0.0115
H 0.0460 0.0002 -0.0339
H -0.0564 0.0233 0.0034
H -0.0053 0.0392 0.0396
H 0.0192 0.1284 -0.0916
H 0.0634 -0.0929 0.0190
H 0.1124 0.0436 0.0087
H 0.0155 0.1483 -0.0671
H 0.1794 -0.1922 0.0599
H -0.1261 -0.0136 -0.0583
H 0.0206 0.0146 -0.0342
H 0.0235 -0.0818 0.0217
H 0.0994 -0.0287 0.0016
H -0.0506 0.0629 -0.0701
H 0.0174 0.1002 -0.0497
H -0.1143 -0.0808 0.0544
H 0.0326 -0.0629 0.1000
H -0.0886 0.0080 0.0904

The SMILES is CCCCC(=O)Nc1ccc2c(c1)nc(CCN1CCN(C)CC1)n2C. The orbital gap is 8.5 eV. The value obtained for the HOMO energy is -0.2885 hartree.

Computed energy above the lowest of the compared OMol25 structures with the same formula, charge and spin (eV) in order:
0.0000; 0.3343